Formula: C41H43AgBGeN2
Source: the OMol25 dataset
Level of theory: ωB97M-V with the def2-TZVPD basis set

Output
Lowest unoccupied orbital energy (alpha / beta), eV: 3.89 / 2.95
Relative energy (zero: lowest compared OMol25 entry of this formula, charge and spin), kJ/mol: 19.3
2S+1: 2
HOMO level (alpha / beta), eV: -2.163 / -2.150
Gap between HOMO and LUMO (alpha / beta), eV: 6.055 / 5.100
Expectation value of S²: 0.801
Energy, a.u.: -3946.3073
Net charge: -2

Cartesian coordinates (Å):
1 Ag -0.5772 -0.4694 1.1967
2 Ge 1.9208 -0.6250 0.7669
3 N -0.6423 1.2292 -1.5348
4 N -0.8461 -4.4685 2.6807
5 C -0.3053 5.1412 -0.2190
6 C -0.7796 0.7308 -3.9688
7 C -0.8882 4.8990 -1.4841
8 C 4.3705 1.2530 0.7220
9 C 2.6081 -1.9421 3.3512
10 C 4.4658 -3.4198 3.5474
11 C 0.0021 2.7745 0.0586
12 C -5.8086 -2.8357 -0.3004
13 C 3.3755 -2.8367 4.0914
14 C 3.4496 2.6699 -1.4714
15 C -3.4771 -2.5084 0.3808
16 C -4.4845 -3.3322 -0.0033
17 C 2.6524 1.6477 -0.9583
18 C -1.3291 -0.9897 -2.2810
19 C -0.9460 3.6505 -2.0151
20 C 4.1341 -2.2671 1.5644
21 C 3.0815 0.8933 0.1719
22 C -0.4292 -4.1562 3.7201
23 C 1.7042 -3.2385 -0.4017
24 C -5.3550 0.6550 0.8561
25 C 4.8751 -3.1335 2.2944
26 C 0.6351 4.2504 1.9343
27 C -2.7196 -0.2679 1.2122
28 C 4.7201 2.9323 -0.9479
29 C 2.2288 -2.4943 -3.0069
30 C 5.1498 2.2106 0.1297
31 C -2.8830 0.8791 -2.5320
32 C -3.7605 -1.1417 0.7412
33 C -1.3871 0.5234 -2.5712
34 C -5.0755 -0.7009 0.5658
35 C -1.5197 6.0363 -2.1992
36 C 0.0681 4.0423 0.5327
37 C -3.0917 0.9937 1.5570
38 C 1.5803 -4.1554 -1.4180
39 C 1.7863 -3.7929 -2.7448
40 C -6.1200 -1.5507 0.0463
41 C 2.2923 -1.5749 -1.9837
42 C 1.9800 -1.8974 -0.7001
43 C -4.3943 1.4524 1.3695
44 C -0.5439 2.5020 -1.2748
45 C 3.0098 -1.6016 2.0496
46 B 0.0556 -3.8749 5.2377
47 H -4.6071 2.5260 1.5305
48 H -3.2728 0.4713 -1.5830
49 H 5.8571 -3.4988 1.8997
50 H 3.0802 -3.1169 5.0751
51 H -0.5266 -4.6884 5.9816
52 H -6.3175 1.0532 0.5725
53 H -0.3097 6.1144 0.2504
54 H 1.2773 -3.9355 5.2546
55 H -6.6184 -3.5584 -0.6534
56 H -1.5646 0.3927 -4.7197
57 H 1.6430 -4.5053 -3.5623
58 H -0.2941 -1.2509 -2.2021
59 H 1.6227 1.4919 -1.2862
60 H 0.1796 3.6407 2.6723
61 H -1.8234 -1.2115 -1.3594
62 H 2.5712 -0.5721 -2.2022
63 H -1.9244 -1.5283 -2.9936
64 H 4.4901 -2.0623 0.5404
65 H -2.4500 -2.8976 0.5090
66 H 4.7680 0.5725 1.5222
67 H -7.1243 -1.1445 -0.0659
68 H -1.2214 6.1469 -3.2262
69 H 0.5111 5.2853 2.2773
70 H 3.1126 3.2654 -2.3612
71 H -3.0272 1.9310 -2.5117
72 H -1.4012 3.4414 -2.9595
73 H -0.5620 1.7319 -4.3237
74 H -2.4253 1.6745 2.0568
75 H -3.3323 0.4467 -3.4002
76 H 0.1184 0.0772 -4.0665
77 H -0.3238 -2.7672 5.6085
78 H 2.4354 -2.0939 -3.9863
79 H 1.4494 -3.5671 0.5611
80 H 0.2631 1.8918 0.6649
81 H 1.7615 -1.5062 3.7122
82 H 5.0150 -4.1593 4.1886
83 H 5.3330 3.7343 -1.3459
84 H 1.2075 -5.1730 -1.1093
85 H 1.7203 4.1592 1.9621
86 H -1.3440 6.9768 -1.7307
87 H -2.6325 5.9366 -2.2302
88 H 6.1347 2.5302 0.5991
89 H -4.2306 -4.3461 -0.3219

Atoms 1-6, force components in eV/Å:
0.26 -0.27 -0.05
-0.95 0.90 0.86
0.02 -1.74 -0.26
0.40 0.31 0.44
-0.93 -0.83 -0.70
-0.65 -1.10 -1.23

Results of the Löwdin charge analysis, in e, for atoms 1 through 2: number 1, Ag, carries 0.549; number 2, Ge, carries 0.864

=====

Formula: C41H43Br2Cl2N4O3V
Source: the OMol25 dataset
Level of theory: ωB97M-V with the def2-TZVPD basis set

Output
Lowest unoccupied orbital energy (alpha / beta), eV: 2.23 / 2.20
2S+1: 2
HOMO level (alpha / beta), eV: -4.358 / -3.210
Gap between HOMO and LUMO (alpha / beta), eV: 6.587 / 5.407
Expectation value of S²: 1.022
Energy, a.u.: -9045.5122
Net charge: -1

Cartesian coordinates (Å):
1 Br -1.5116 3.2946 -0.9542
2 Br 0.5546 1.8419 -2.9684
3 V -0.7608 0.6964 -0.0603
4 Cl -3.5053 -0.6658 -4.1076
5 Cl 0.2837 -4.4668 -4.5677
6 O -1.8422 0.2396 -1.7696
7 O -3.1202 -0.5442 3.0812
8 O 2.3623 3.5462 1.8097
9 N 0.3292 -0.9160 -0.8088
10 N 1.5724 1.9713 0.2918
11 N -0.4809 1.4735 1.8525
12 N -2.0608 -0.4571 1.0282
13 C -0.9954 2.9057 4.1829
14 C 3.1549 3.8605 -1.8253
15 C -2.0572 -1.3969 -3.4797
16 C 0.0552 3.2531 3.3453
17 C -2.1051 -2.8623 0.7199
18 C -0.9296 -3.0165 1.6666
19 C -3.7048 -3.8876 -0.7646
20 C 4.0152 1.1691 2.8624
21 C 4.8233 0.2807 -0.1339
22 C 2.8842 1.7544 -0.2274
23 C -0.2442 -1.4752 -1.9197
24 C 4.6844 1.9490 -1.8147
25 C -1.4451 -0.8255 -2.3742
26 C 0.3336 -2.5605 -2.5988
27 C 3.6447 0.7420 0.4262
28 C -3.9202 -1.5285 -0.2102
29 C -0.3680 -3.0890 -3.7119
30 C -2.7313 -1.6138 0.5296
31 C 3.4838 2.4522 -1.2922
32 C -6.2345 -0.7291 0.2088
33 C 5.3322 0.8526 -1.2902
34 C 3.6430 -1.1793 2.1533
35 C -2.3003 -0.0782 2.2839
36 C -4.8623 -0.3339 -0.3610
37 C -1.5354 -2.5250 -4.1305
38 C 0.2865 2.5138 2.2015
39 C -1.0591 2.8549 -2.7954
40 C 1.9968 4.6428 -1.2286
41 C -1.7543 1.7930 3.8582
42 C 0.0707 -4.0779 1.2119
43 C -2.6007 -3.9822 0.0662
44 C 2.1887 -2.3876 -1.0918
45 C -4.3549 -2.6761 -0.8769
46 C 3.2928 0.2795 1.8380
47 C -1.4187 -3.3525 3.0794
48 C 1.4952 -1.3658 -0.4153
49 C 1.5176 2.7441 1.3641
50 C -1.4642 1.1095 2.6901
51 C -4.4910 1.0057 0.2609
52 C 3.1095 3.9836 -3.3605
53 C 1.6032 -2.9979 -2.1597
54 H 0.7365 4.0669 3.5513
55 H 4.7137 -1.2938 2.3389
56 H -1.2008 3.4791 5.0778
57 H -4.9652 -0.1720 -1.4381
58 H 4.0550 4.4075 -1.5179
59 H 5.3769 -0.5062 0.3644
60 H -6.1443 -0.9134 1.2824
61 H 1.9582 5.6239 -1.7124
62 H -6.6460 -1.6281 -0.2497
63 H -4.0631 -4.7530 -1.3089
64 H -2.1076 -4.9386 0.1910
65 H 6.2549 0.4934 -1.7290
66 H -0.9261 3.8012 -3.3041
67 H 3.7607 2.2186 2.7364
68 H 1.0470 4.1449 -1.3990
69 H 1.9036 -0.8890 0.4568
70 H -4.3871 0.9298 1.3443
71 H 0.2796 -4.0168 0.1466
72 H 3.5403 4.9404 -3.6653
73 H -0.4165 -2.0527 1.7030
74 H -0.2979 -5.0862 1.4209
75 H -3.5829 1.4160 -0.1623
76 H 2.0814 3.9653 -3.7234
77 H -2.5660 1.4182 4.4659
78 H -5.2305 -2.6035 -1.5134
79 H -0.5702 -3.4349 3.7650
80 H -1.9334 -4.3182 3.0671
81 H 3.1656 -2.6907 -0.7430
82 H 3.6522 3.1931 -3.8769
83 H 2.0978 -3.8084 -2.6779
84 H -6.9525 0.0826 0.0651
85 H 1.0139 -3.9642 1.7528
86 H 3.3819 -1.8752 1.3552
87 H 3.1279 -1.4970 3.0617
88 H 3.7598 0.8560 3.8788
89 H 2.1145 4.7841 -0.1576
90 H -5.2999 1.7131 0.0537
91 H -2.1075 -2.5979 3.4552
92 H -1.8793 2.2551 -3.1671
93 H -2.0618 -2.9323 -4.9829
94 H 5.1429 2.4842 -2.6381
95 H 2.2185 0.4256 1.9815
96 H 5.0962 1.0542 2.7375

Atoms 1-6, force components in eV/Å:
0.05 0.07 -0.01
-0.09 -0.13 -0.09
0.50 0.65 0.26
0.01 0.01 0.03
-0.03 0.04 0.01
0.09 0.14 0.20

Results of the Löwdin charge analysis, in e, for atoms 1 through 2: number 1, Br, carries 0.778; number 2, Br, carries 0.854

=====

Formula: C41H43F5NO4Si
Source: the OMol25 dataset
Level of theory: ωB97M-V with the def2-TZVPD basis set

Output
Lowest unoccupied orbital energy, eV: -4.03
Relative energy (zero: lowest compared OMol25 entry of this formula, charge and spin), kJ/mol: 0.0
HOMO level, eV: -10.604
Gap between HOMO and LUMO, eV: 6.575
Energy, a.u.: -2732.5039
Net charge: +1

Cartesian coordinates (Å):
1 Si 0.9974 -1.9972 -5.5201
2 F 0.8388 -0.2590 3.4233
3 F 1.9789 -2.2566 -0.5471
4 F -3.1661 -3.2836 -1.1537
5 F 4.0778 1.4543 7.5771
6 F -4.4390 4.1713 2.6141
7 O -2.1449 2.4483 -3.7751
8 O -0.1523 -2.8878 -6.4044
9 O -3.0719 -0.5766 -2.2820
10 O -4.3709 2.0503 -3.5938
11 N -2.6175 -2.1539 -5.4386
12 C -2.7683 -2.0024 -4.1299
13 C -3.8801 3.4872 1.6021
14 C -2.1221 -1.9047 0.4551
15 C 1.1864 0.6662 6.9021
16 C 4.2840 5.0372 7.1420
17 C 6.3113 4.0163 6.3483
18 C -0.9079 -3.8831 -5.7653
19 C 0.5297 -0.0507 4.7287
20 C -4.0391 2.5609 -0.5938
21 C 2.7195 -2.7252 -5.7793
22 C -2.0159 2.3163 0.6923
23 C -2.4009 -3.1659 -0.0143
24 C -2.8031 0.1266 -5.7799
25 C -2.6404 -1.1215 -6.2629
26 C -2.7375 2.0851 -0.4709
27 C 0.5948 -1.7148 -3.7096
28 C -0.7439 -0.3428 5.1737
29 C -2.5861 3.0266 1.7378
30 C 4.0046 0.7359 -0.3960
31 C 3.1970 1.5496 0.3877
32 C 3.7824 3.7885 7.4784
33 C -1.3591 -1.7714 1.6047
34 C -1.9453 -4.3042 0.6109
35 C -3.0902 1.7013 -3.9088
36 C -1.0502 -0.1305 6.5104
37 C -4.6164 3.2638 0.4551
38 C -0.0878 0.3753 7.3730
39 C 5.8204 2.7648 6.6901
40 C -2.9526 0.3093 -4.4473
41 C 3.5985 -0.5529 -0.7115
42 C 1.9777 1.0766 0.8530
43 C -0.8821 -2.9009 2.2546
44 C -2.3925 -3.5217 -5.9284
45 C -2.9336 -0.7615 -3.6037
46 C 1.5602 -0.2068 0.5323
47 C 5.5460 5.1519 6.5754
48 C 4.5620 2.6734 7.2477
49 C 1.5018 0.4480 5.5699
50 C 1.0198 -0.2893 -6.3147
51 C 2.3800 -1.0004 -0.2416
52 C -1.1734 -4.1650 1.7561
53 H -2.8021 0.9465 -6.4718
54 H -4.6038 2.3870 -1.4987
55 H 3.6886 5.9216 7.3232
56 H 2.6912 -3.3805 -6.6442
57 H 2.4912 0.6606 5.1854
58 H -3.0527 -4.2247 -5.4352
59 H 6.4040 1.8680 6.5291
60 H 1.8445 0.2723 -5.8790
61 H 0.1007 0.2601 -6.1364
62 H -0.6439 -4.0746 -4.7247
63 H -0.2822 -2.7956 3.1484
64 H -0.7971 -4.8315 -6.2895
65 H -0.0538 -0.8483 -3.6068
66 H 1.9331 1.0620 7.5691
67 H 2.7984 3.6771 7.9151
68 H -0.7992 -5.0455 2.2594
69 H -1.0039 1.9427 0.7852
70 H -1.1394 -0.7866 1.9907
71 H -1.4832 -0.7295 4.4837
72 H 1.5370 -1.4656 -3.2277
73 H 1.3502 1.7070 1.4688
74 H -2.1916 -5.2795 0.2115
75 H 3.5196 2.5517 0.6363
76 H 7.2935 4.1042 5.9042
77 H -5.6296 3.6376 0.3894
78 H -2.7356 -2.8676 -3.4946
79 H -3.3892 -1.4162 -1.9137
80 H -0.3309 0.5428 8.4136
81 H -2.0380 3.2248 2.6494
82 H 1.2235 -0.3496 -7.3798
83 H 0.6113 -0.5976 0.8730
84 H -2.5772 -3.5589 -6.9929
85 H -2.4992 -1.0367 -0.0655
86 H 0.2181 -2.5748 -3.1624
87 H 5.9328 6.1270 6.3118
88 H 4.9539 1.1041 -0.7604
89 H -2.4860 -1.3391 -7.3022
90 H 2.9844 -3.2748 -4.8826
91 H 4.2181 -1.2069 -1.3120
92 H -2.0414 -0.3602 6.8773
93 H -2.2815 1.5342 -1.2786
94 H -4.5114 2.9234 -3.9857
95 H 3.4050 -1.9044 -5.9578

Atoms 1-6, force components in eV/Å:
0.83 0.95 -0.82
-0.08 -0.01 0.06
-0.02 0.01 -0.04
-0.01 0.07 -0.10
0.13 0.02 0.01
-0.01 0.01 0.01

Results of the Löwdin charge analysis, in e, for atoms 1 through 2: number 1, Si, carries 0.471; number 2, F, carries 0.035

=====

> The lowest net charge belongs to which entry?

C41H43AgBGeN2